63
Properties=species:S:1:pos:R:3:forces:R:3 method="wB97M-V/def2-TZVPD" total_energy_ha=-1908.18067 smiles="C[C@H]1COC(=O)O1.C[C@H]1COC(=O)O1.C[C@H]1COC(=O)O1.O=C1C=CC(=O)C=C1.O=C1C=CC(=O)C=C1" fmax_ev_per_a=4.1 multiplicity=1
C -0.519786 0.622001 2.305658 -0.03 0.32 -0.10
C -0.443312 -0.139206 1.223671 0.28 -0.22 -1.42
C -0.138618 0.447496 -0.179378 -0.74 1.32 0.57
O -0.077888 -0.150791 -1.247828 0.05 0.59 1.99
C -0.085124 2.003542 -0.151029 0.58 -0.73 -1.25
C -0.092007 2.789656 0.920518 -0.86 -1.50 0.17
C -0.253003 2.070823 2.228713 0.36 1.64 0.15
O -0.150741 2.721935 3.247412 -0.13 -0.06 0.59
H -0.784249 0.253273 3.306773 0.22 0.07 -0.57
H -0.644351 -1.186701 1.327033 0.02 -0.51 -0.33
H 0.006969 2.464520 -1.131969 0.06 -0.26 0.04
H -0.118024 3.885364 0.856681 0.30 -0.62 0.30
C -4.938422 2.414859 -1.524320 1.68 0.38 -0.46
C -4.948494 3.698593 -1.872128 -1.10 0.87 -0.35
C -3.817506 4.407780 -2.531547 1.62 -2.32 1.32
O -3.916323 5.471729 -3.052685 -0.17 1.04 -0.49
C -2.510309 3.601711 -2.511904 0.75 -0.16 -1.03
C -2.475574 2.283354 -2.246529 -1.16 0.75 -0.18
C -3.688982 1.599695 -1.671743 0.81 0.22 -0.64
O -3.597850 0.425633 -1.382932 -0.55 0.00 0.21
H -5.775362 1.909333 -1.153206 -1.16 -0.59 0.62
H -5.841532 4.343213 -1.804115 0.33 -0.58 0.10
H -1.579250 4.036041 -2.944354 -1.02 0.09 0.31
H -1.642912 1.634251 -2.525792 -0.11 0.25 0.47
C -0.278185 -2.150582 -4.608701 0.29 0.91 -1.49
C -0.663088 -2.626253 -3.297331 -1.62 -0.11 1.69
C -2.154643 -2.977265 -3.199484 0.77 -0.72 0.80
O -2.124711 -4.021425 -2.197271 -1.23 0.48 -0.17
C -0.980025 -4.654210 -2.336984 0.57 -0.83 0.82
O -0.772991 -5.755885 -1.910020 0.12 0.40 -0.58
O -0.081021 -3.851206 -2.928965 1.17 -1.64 -0.34
H -0.955959 -1.303584 -4.768714 0.60 0.41 -0.21
H -0.523743 -2.820008 -5.431567 0.12 -0.43 0.17
H 0.784443 -1.885645 -4.662864 -0.38 0.21 -0.09
H -0.421377 -1.940432 -2.487057 0.06 0.34 -0.24
H -2.494055 -3.487574 -4.093848 -0.39 0.49 -0.43
H -2.773646 -2.199176 -2.798642 -0.41 0.43 -0.27
C 4.079623 4.621443 4.720433 -0.64 0.85 1.10
C 2.705367 4.040419 4.383117 1.55 0.37 -0.89
C 1.606045 4.988480 4.662682 -1.59 -0.21 -0.62
O 1.443689 5.721349 3.419592 0.57 0.24 0.17
C 2.022336 4.998990 2.432988 -1.16 -0.52 -0.73
O 1.922047 5.170260 1.247887 0.04 0.76 0.68
O 2.595793 3.909877 2.922225 0.93 -0.97 1.39
H 4.252464 5.652517 4.385322 -0.37 -0.26 -0.33
H 4.890013 4.027658 4.398944 0.77 -0.84 -0.62
H 4.179846 4.689651 5.812324 -0.16 -0.15 -0.07
H 2.571985 3.097964 4.905263 -0.10 -0.30 -0.51
H 1.828972 5.618383 5.490998 0.08 0.88 0.38
H 0.665048 4.457354 4.832782 0.10 0.16 0.04
C 0.793714 -4.674214 0.310324 0.10 -0.62 0.64
C 1.638512 -5.815357 -0.222142 -0.69 0.05 0.75
C 3.078994 -5.416761 -0.346119 2.28 0.41 0.92
O 3.741121 -6.076050 0.796511 -0.96 -0.41 -0.10
C 2.851558 -6.900797 1.395490 -0.62 -2.15 2.79
O 3.027807 -7.583014 2.422039 0.06 2.33 -3.38
O 1.639304 -6.910929 0.754967 1.49 0.94 -0.29
H -0.226570 -5.023414 0.334099 -0.35 0.02 0.66
H 0.802790 -3.929873 -0.437981 0.14 1.17 -0.86
H 1.164876 -4.217860 1.266851 -0.35 -0.73 -0.77
H 1.236031 -6.234814 -1.155325 0.10 0.38 0.48
H 3.445550 -4.345620 -0.245068 -1.28 -1.06 -0.19
H 3.514735 -5.800501 -1.251770 0.34 -0.30 -0.33

=====

66
Properties=species:S:1:pos:R:3:forces:R:3 method="wB97M-V/def2-TZVPD" total_energy_ha=-6518.75695 fmax_ev_per_a=1.2 multiplicity=1
Li 11.644794 11.478805 7.148939 0.18 -0.03 -0.09
F 13.788104 8.450754 11.719866 0.02 -0.11 0.02
C 13.823330 9.060444 10.504567 -0.16 0.58 -0.27
C 14.078244 10.424322 10.436714 0.11 -0.09 -0.02
C 14.084630 11.067280 9.200337 0.19 -0.04 0.30
C 13.799832 10.414197 7.977572 -0.22 -0.53 -0.16
C 13.682895 11.089187 6.690217 -0.11 -0.32 0.29
C 13.503638 9.032794 8.127117 -0.06 -0.34 -0.23
C 13.531875 8.363175 9.354080 -0.16 0.08 -0.23
H 14.268937 10.945943 11.376599 0.03 0.04 -0.35
H 14.334217 12.119313 9.158314 -0.04 0.14 0.10
H 13.868262 10.425597 5.819674 -0.08 0.56 0.52
H 14.216231 12.042547 6.664759 0.04 -0.17 -0.21
H 13.267956 8.435905 7.234623 0.12 0.31 0.30
H 13.289364 7.311198 9.401738 0.07 -0.13 0.03
I 10.707996 13.010837 13.078819 -0.06 -0.45 -0.57
C 10.762689 11.932221 11.282794 0.17 0.86 0.87
C 10.735570 10.587175 11.082676 -0.01 -0.95 -0.22
N 10.889924 10.396429 9.751184 -0.14 -0.18 0.44
N 11.059468 11.551389 9.100452 0.19 0.17 -0.25
C 10.988659 12.490937 10.023059 -0.01 0.36 -0.15
H 10.645102 9.743415 11.753784 -0.01 0.21 -0.05
H 11.116230 9.524215 9.287430 0.05 0.10 0.06
H 11.100160 13.535195 9.775647 -0.05 -0.07 -0.03
C 9.390253 6.354803 5.398548 -0.40 0.74 -0.68
O 8.987751 7.264436 6.446259 0.13 -0.03 -0.09
C 8.672316 8.513880 6.073972 -0.04 -0.72 0.72
O 8.771200 8.943880 4.958706 0.07 0.02 -0.46
C 8.259177 9.389492 7.221826 0.07 0.78 -0.37
C 7.560275 9.030133 8.288784 -0.47 -0.58 -0.21
As 7.164053 10.097858 9.878841 -0.05 -0.35 0.37
C 5.195142 10.086167 9.776384 -0.20 -0.25 0.16
C 7.479133 11.930647 9.309680 0.30 0.11 0.06
C 8.178327 12.337670 8.251973 0.09 -0.47 -0.18
As 8.873983 11.214284 6.771192 -0.03 0.37 -0.05
C 7.555224 11.763493 5.419370 -0.34 -0.10 0.11
C 8.668737 13.750857 8.212376 0.10 0.00 -0.99
O 8.739531 14.486275 9.148481 0.16 0.41 0.49
O 9.105178 14.096284 6.967705 -0.25 -0.53 0.71
C 9.754859 15.366606 6.854275 -0.75 0.40 0.12
C 6.972895 12.885966 10.366467 -0.63 -0.25 0.02
O 6.174749 13.751086 10.148118 -0.13 0.27 -0.05
O 7.327913 12.487094 11.594768 0.37 -0.23 -0.04
C 6.755189 13.168595 12.715154 -0.63 0.03 0.00
C 6.952040 7.638526 8.387014 0.41 0.36 0.78
O 6.306840 7.089200 7.546339 -0.17 0.07 -0.37
O 7.135500 7.135588 9.633232 -0.31 0.05 -0.28
C 6.363326 5.955596 9.893333 -0.58 -0.24 0.37
H 9.596771 5.403717 5.836413 0.04 -0.44 0.59
H 10.283728 6.712792 4.887536 -0.07 0.16 0.06
H 8.580569 6.244695 4.667611 0.17 0.11 0.17
H 4.810413 9.087144 10.046466 0.26 0.37 -0.26
H 4.822390 10.404211 8.804260 0.06 -0.14 -0.03
H 4.808922 10.776950 10.525690 0.12 0.07 0.05
H 6.533553 11.561422 5.754274 0.18 0.06 0.12
H 7.713805 11.202022 4.503795 0.21 0.06 -0.01
H 7.675533 12.838414 5.256173 0.05 -0.24 0.02
H 9.975510 15.423750 5.795381 0.22 0.32 0.01
H 10.642937 15.404089 7.473839 0.24 -0.08 0.00
H 9.083935 16.185995 7.181558 0.30 -0.49 -0.29
H 7.104390 12.639115 13.596028 0.11 0.02 -0.05
H 5.654280 13.142006 12.684841 0.37 -0.07 -0.16
H 7.062565 14.206712 12.740901 0.17 0.14 -0.05
H 6.598646 5.617401 10.903134 0.27 0.13 -0.20
H 6.564387 5.177393 9.162290 0.13 0.01 0.00
H 5.280868 6.166313 9.874570 0.42 0.14 -0.19

=====

59
Properties=species:S:1:pos:R:3:forces:R:3 method="wB97M-V/def2-TZVPD" total_energy_ha=-4683.23421 total_charge=+3 fmax_ev_per_a=3.8 multiplicity=1
C 0.420105 -7.018468 -2.005751 0.06 -0.22 -0.16
C 0.159115 -5.602717 -1.609475 0.67 1.44 -2.18
H 0.832853 -7.040944 -3.025627 -0.10 0.14 0.37
H -0.512943 -7.601554 -1.979182 0.25 0.21 0.15
H 1.138141 -7.481703 -1.310236 -0.28 0.17 -0.08
O 0.432791 -4.601677 -2.247220 -0.99 -2.38 2.29
I -0.967203 -5.474833 0.384222 0.35 -0.67 -0.46
Pb -0.143504 -2.686990 -0.236371 0.38 1.75 0.94
P -2.729481 -1.719596 -1.624875 -3.85 -0.05 -0.01
C -3.599434 -0.741986 -2.896107 1.06 0.50 -0.54
C -3.397522 -3.381642 -1.969004 1.11 -0.71 -0.14
H -3.324411 -1.722329 0.737257 -0.34 0.19 -0.25
H -4.765975 -1.446462 -0.333316 0.32 -0.06 -0.22
H -3.585636 -0.126144 -0.016984 -0.09 -0.27 0.00
C -3.706716 -1.209201 -0.158059 1.08 0.30 0.80
H -3.145592 -4.077288 -1.157201 -0.20 0.18 -0.23
H -4.487334 -3.308733 -2.086842 0.25 0.22 0.08
H -4.669466 -0.994169 -2.900568 0.34 -0.13 0.23
H -3.170205 -0.953580 -3.882951 -0.22 0.10 0.10
H -2.953393 -3.757335 -2.900057 -0.21 -0.03 0.15
H -3.477461 0.327581 -2.681150 -0.06 -0.22 -0.10
C -0.610883 -0.429743 -2.672687 1.08 2.32 -1.27
O -0.248298 0.532730 -3.161937 -0.77 -2.10 1.05
Cl -1.198850 -2.327913 2.067333 0.24 0.06 -0.30
O 0.367120 -0.259069 0.014740 -0.21 -0.19 0.60
As 0.914409 1.173227 0.750449 0.64 -0.64 -2.09
C -0.091518 2.632467 -0.033679 -0.23 -0.03 0.58
C -1.223781 3.126167 0.626265 0.14 0.38 -0.31
C -1.908133 4.220906 0.081359 -0.02 -0.22 0.06
C -1.474005 4.801968 -1.116159 0.15 -0.30 0.15
C -0.373484 4.263460 -1.791962 -0.02 -0.20 0.12
C 0.311648 3.163455 -1.263048 0.03 0.15 0.07
C 0.872312 1.126308 2.700019 1.13 0.37 -0.31
C -0.339785 0.946971 3.374136 0.27 -0.14 -0.90
C -0.386785 1.125041 4.766069 0.73 0.40 2.21
C 0.783085 1.411671 5.480102 -1.17 -0.24 -0.05
C 2.007465 1.498962 4.801801 -0.04 0.04 1.78
C 2.059763 1.353236 3.411522 -1.10 -0.34 -2.54
C 2.764872 1.322372 0.201168 -0.14 0.08 0.19
C 3.357471 2.576274 0.024528 0.37 -0.18 0.03
C 4.695980 2.645140 -0.388827 -0.20 -0.07 0.06
C 5.424640 1.474533 -0.623047 -0.35 -0.04 0.10
C 4.810900 0.225244 -0.457107 -0.15 0.04 0.04
C 3.476073 0.141225 -0.050419 0.20 0.30 0.02
H -1.555119 2.668579 1.558865 -0.02 0.28 -0.14
H -2.784111 4.618171 0.596813 0.28 -0.09 -0.16
H -1.996008 5.668491 -1.525712 0.16 -0.28 0.15
H -0.037115 4.702318 -2.732132 -0.12 -0.14 0.26
H 1.160384 2.732909 -1.793896 -0.14 0.21 0.11
H -1.228933 0.647509 2.825569 0.05 0.04 0.11
H -1.341605 1.041371 5.286583 0.28 -0.01 -0.08
H 0.744896 1.554835 6.561260 0.01 -0.06 -0.35
H 2.927574 1.688705 5.359228 -0.26 0.00 -0.13
H 3.007531 1.429434 2.875808 -0.20 0.05 0.15
H 2.784779 3.486357 0.198938 0.19 -0.12 -0.04
H 5.160134 3.621149 -0.527886 -0.09 -0.27 0.02
H 6.467436 1.530745 -0.939974 -0.34 0.00 0.10
H 5.369865 -0.691808 -0.648112 -0.13 0.30 0.04
H 2.983344 -0.823629 0.063526 0.19 0.19 -0.03